1.
DFT (ωB97M-V/def2-TZVPD) results for 15 unconnected molecules or ions with the total composition C4H37NO15 in a non-equilibrium geometry.

Computed properties:
Energy above the lowest of the compared OMol25 structures with the same formula, charge and spin, kJ/mol: 509.1
Orbital gap, eV: 9.14
LUMO level, eV: 0.035

Each line ends with the natural charge from an NBO analysis.
Positions of all 57 atoms, in Å:
H (-0.631858, 3.596693, -1.669807)  0.50
H (-1.352635, -4.506706, -0.483332)  0.49
H (3.302588, 1.959821, -2.191983)  0.50
H (1.499737, 1.147965, 2.516745)  0.13
H (0.313106, -0.810058, -0.804466)  0.22
H (2.051065, 1.330669, -0.878180)  0.38
H (-1.154487, -0.221870, 0.233989)  0.23
N (2.051823, 1.140292, 0.154458)  -0.69
H (-0.930543, -0.882226, 4.265945)  0.51
H (-0.072196, -1.008146, 0.942761)  0.22
H (0.126348, 0.303565, -3.449049)  0.46
H (-1.912865, 2.397559, -0.390066)  0.51
O (4.090654, 2.914815, -1.018665)  -0.95
O (-0.390136, 1.936065, 2.371281)  -0.58
H (0.083860, -1.843395, -2.722484)  0.47
H (1.749294, -3.267049, 3.231071)  0.47
H (-0.532119, 1.131485, 5.023674)  0.49
H (-3.593142, 0.422885, -0.156088)  0.53
O (0.681566, 3.057160, -3.025088)  -0.99
C (0.643851, 1.079816, 0.464783)  -0.18
H (0.030149, 2.503950, -3.438642)  0.49
H (-2.553894, -3.787317, -1.111084)  0.50
C (2.969794, 0.051167, 0.537219)  -0.44
O (2.900332, 1.400248, -2.859256)  -0.98
H (-1.245557, -2.606376, -2.201920)  0.52
H (3.884059, 2.769004, -0.080145)  0.50
H (2.422393, -0.736395, 1.100933)  0.22
O (-1.354212, 0.621946, 4.858887)  -0.95
O (-0.361362, 3.841440, -0.758008)  -0.98
O (1.322007, -2.761680, 2.497406)  -0.99
H (3.021933, 1.793770, -3.703808)  0.48
H (-3.849126, -1.901343, -0.186523)  0.50
H (-1.889677, -1.813353, 3.380071)  0.48
H (3.655639, 0.439396, 1.304605)  0.18
O (-0.986559, -1.670946, 3.644425)  -1.02
O (-0.850751, -1.920751, -2.753387)  -0.99
H (0.585038, -2.349267, 2.968487)  0.51
H (-1.975547, 1.391069, -1.593355)  0.49
H (-4.264857, 0.347688, 1.326881)  0.49
O (-1.679933, -4.175460, -1.359551)  -0.97
C (-0.089352, -0.319432, 0.146393)  -0.64
H (-0.051032, 1.689449, -0.123208)  0.26
H (0.313106, -3.720134, 1.007514)  0.49
H (1.459254, 2.529756, -2.951065)  0.48
H (-1.797320, 1.147243, 4.174239)  0.50
O (0.733665, -3.883242, 0.109468)  -0.97
H (1.681647, -3.787447, 0.297250)  0.48
C (0.649638, 1.435713, 1.907517)  0.45
H (4.116459, 3.866830, -1.078601)  0.48
O (-0.799266, 0.501957, -3.564810)  -0.99
H (-4.434058, -2.858172, 0.708917)  0.47
H (3.490476, -0.412789, -0.236992)  0.21
O (-2.425725, 1.772002, -0.888116)  -0.98
O (-3.902765, -0.152684, 0.608698)  -1.01
H (-1.273723, -0.194005, -3.082069)  0.51
H (0.632851, 3.983104, -0.794622)  0.48
O (-4.107656, -2.914291, -0.229262)  -0.98

Force components x, y, z for each atom (eV/Å):
0.917 0.461 0.764
-0.024 0.509 -1.411
0.783 0.610 0.303
0.445 0.147 0.320
-0.837 0.888 1.385
0.577 -0.576 1.472
-0.755 0.777 -1.176
0.452 1.035 -3.616
-0.748 -0.830 -1.014
1.348 -1.263 1.099
0.351 -0.252 0.101
0.774 0.439 0.098
0.175 0.060 0.728
2.254 -0.575 0.245
1.026 -0.762 0.515
-0.317 0.472 -1.002
-0.740 -0.341 -0.155
-0.411 -0.119 1.751
-0.567 1.438 -0.306
-0.466 -2.718 0.381
-0.593 -0.670 -0.455
0.425 -0.510 -0.113
-1.858 0.442 2.781
-0.944 -1.288 0.351
0.944 -0.760 0.430
-0.209 -0.365 -0.321
0.129 0.208 -0.559
0.625 0.899 0.422
0.889 0.382 0.038
0.903 -0.708 1.379
0.541 0.487 -1.094
-0.551 -2.408 -0.700
-0.412 0.169 0.040
0.256 -0.074 -0.434
1.162 0.302 0.651
-1.855 0.802 -0.780
-0.645 0.358 -0.019
1.785 -0.637 -1.907
-0.161 0.759 0.104
-0.831 0.035 1.435
1.219 0.352 -0.156
1.343 0.898 0.347
1.183 -0.098 -1.521
0.912 -0.954 0.204
0.261 -0.153 0.001
-0.514 0.028 1.247
-0.553 -0.007 0.063
-4.864 0.539 -0.022
0.113 0.517 -0.306
-0.563 1.268 -0.032
0.163 -0.965 -1.172
0.788 -0.475 -1.505
-2.696 0.241 1.576
0.749 -0.516 -1.799
0.373 -0.469 -0.277
-2.108 -0.407 -0.273
0.358 3.380 1.893

2.
DFT (ωB97M-V/def2-TZVPD) results for 15 unconnected molecules or ions with the total composition C4H38N2O15 in a non-equilibrium geometry.

Computed properties:
Energy above the lowest of the compared OMol25 structures with the same formula, charge and spin, kJ/mol: 543.8
Orbital gap, eV: 9.31
LUMO level, eV: 0.034

Each line ends with the natural charge from an NBO analysis.
Positions of all 59 atoms, in Å:
C (-1.428490, -0.475560, -0.395710)  -0.07
H (-2.351015, -1.848895, 1.144518)  0.20
H (2.446139, 1.832104, -3.342243)  0.49
H (-0.854075, -0.705259, 2.413149)  0.42
H (-3.203479, 1.945523, -0.745891)  0.46
N (-1.897140, -1.481156, -1.313359)  -0.89
H (2.927160, -0.633846, -3.117809)  0.51
H (-0.413177, 2.574390, -3.922281)  0.49
C (-2.203237, -0.794393, 0.880089)  -0.22
O (2.316783, 0.975781, 2.726804)  -1.01
H (-2.918110, -0.685612, -4.298926)  0.46
H (-1.769242, -4.127677, -0.163873)  0.50
H (-1.909983, 0.426441, -3.894497)  0.51
H (2.408114, 1.759263, 3.266855)  0.49
H (0.034833, -3.757892, 1.177691)  0.50
O (3.192543, -0.274291, -0.264086)  -0.95
H (0.648971, -0.580761, -1.153571)  0.24
O (-1.478389, -4.377731, 0.735476)  -0.95
H (1.686828, -1.928693, 2.435897)  0.51
H (0.448140, 0.265205, 0.482764)  0.21
H (-2.192084, -4.120234, 1.343127)  0.49
O (-0.486071, 2.987974, 0.625268)  -1.00
O (-3.010350, 1.519769, 2.263309)  -0.69
H (-1.214444, 3.664932, 0.769272)  0.50
H (1.410862, 0.934346, -4.097526)  0.50
N (-1.707125, -0.223552, 2.181911)  -0.63
H (1.867903, 3.383642, -0.898901)  0.47
O (3.108757, -1.550747, -2.865148)  -0.99
C (-2.197985, 0.824921, 2.859612)  0.53
H (1.315506, 2.231224, -0.207434)  0.50
O (-2.823141, -0.048959, -3.659838)  -0.95
O (1.071118, 3.660511, 3.330982)  -0.94
O (1.551775, 2.555761, -1.070752)  -0.96
H (1.129465, 4.190090, 2.497580)  0.47
O (-3.114891, 2.726547, -0.328800)  -0.98
O (1.248763, -1.455857, 3.160311)  -0.98
H (3.310973, 0.654609, -0.034996)  0.48
H (-2.267292, -1.143529, -2.262976)  0.41
H (-1.779080, 1.034264, 3.775124)  0.14
H (1.355847, -2.009961, 3.925072)  0.48
O (2.352624, -3.637604, -0.928302)  -0.95
H (-3.504516, 2.555765, 0.650216)  0.52
H (-0.065539, 1.989656, -2.509509)  0.52
H (1.421323, -3.430828, 0.478548)  0.50
H (-0.901028, 2.190918, 0.191860)  0.49
H (4.105044, -1.414655, -2.793801)  0.46
H (1.831907, -3.875689, -1.720363)  0.48
H (3.010670, -3.081628, -1.312344)  0.51
H (1.817233, 0.272639, 3.050008)  0.49
H (0.375579, -1.377292, 0.246405)  0.24
O (2.356777, 0.947546, -3.801114)  -0.98
H (-1.216674, -2.132557, -1.601583)  0.35
O (-0.339270, 1.715158, -3.466261)  -1.00
C (0.091928, -0.474115, -0.288082)  -0.68
O (0.910112, -3.281512, 1.333919)  -1.05
H (-3.354847, -0.361331, 0.832819)  0.23
H (2.598534, -0.691488, 0.318966)  0.47
H (-1.694383, 0.541293, -0.759596)  0.16
H (0.257364, 3.210595, 3.088784)  0.48

Force components x, y, z for each atom (eV/Å):
0.290 0.403 -0.528
0.541 0.122 -0.882
-0.224 -1.652 -0.558
0.252 0.105 1.059
-0.708 -4.257 -2.260
-1.991 0.265 -2.800
-0.940 0.335 -0.014
-0.079 -0.487 0.244
-3.510 2.328 2.444
1.986 2.011 -2.238
-0.489 -2.412 -2.576
0.003 0.027 0.728
-2.727 -1.236 0.917
-0.586 -0.122 0.429
1.346 0.813 0.313
1.584 0.649 -1.543
0.848 0.765 -2.056
-0.695 -0.068 -0.332
-0.551 -0.355 0.058
-0.142 -0.036 -1.209
0.261 -0.121 -0.455
-1.190 0.253 0.246
-0.997 1.013 1.188
1.032 -1.742 -0.609
1.049 0.110 0.584
1.029 -1.469 -0.931
1.191 3.588 0.561
2.656 0.115 -0.162
-0.619 -0.634 -4.784
-0.333 -0.322 0.567
3.220 3.901 1.445
-0.166 0.942 -1.382
-0.680 -3.297 -1.538
0.484 -0.367 1.046
-0.951 3.922 5.355
-0.029 0.819 -0.080
-0.357 -0.343 0.433
0.478 0.029 2.227
0.895 0.446 2.462
0.081 -0.371 0.417
-1.097 -1.167 -0.583
1.472 0.242 -3.213
-0.432 -0.711 -2.177
-0.578 0.115 1.239
0.068 1.661 0.826
-1.714 -0.816 0.087
0.258 0.086 0.634
0.861 1.190 -0.350
-1.350 -1.715 1.596
-0.136 -0.560 0.147
-0.642 1.520 0.067
1.359 -0.760 0.182
0.386 1.197 1.907
-0.795 -0.367 3.974
-0.259 -1.046 -1.536
2.948 -1.093 -0.327
-1.026 -0.249 1.306
-0.332 -0.589 0.131
-0.254 -0.608 0.302

3.
DFT (ωB97M-V/def2-TZVPD) results for 15 unconnected molecules or ions with the total composition C4H38N2O15 in a non-equilibrium geometry.

Computed properties:
Energy above the lowest of the compared OMol25 structures with the same formula, charge and spin, kJ/mol: 431.3
Orbital gap, eV: 9.86
LUMO level, eV: 0.078

Each line ends with the natural charge from an NBO analysis.
Positions of all 59 atoms, in Å:
H (-1.536621, 2.789886, 0.835963)  0.21
O (-0.877103, -5.025974, 0.795501)  -0.98
O (0.404840, -2.862804, -0.245649)  -1.02
H (2.049866, 2.450017, 1.268283)  0.50
O (3.926431, 0.574764, 0.012964)  -0.98
H (0.066594, -2.003475, -0.540813)  0.51
H (-0.713013, 2.189576, -2.651566)  0.20
H (-0.058285, -0.514324, -3.183967)  0.51
H (0.575750, -1.668507, 3.973116)  0.51
H (1.497113, 0.750320, 2.673409)  0.49
H (1.779271, 1.694870, 3.834371)  0.49
C (-0.517095, 2.839792, 0.437556)  -0.46
H (-1.703317, -1.624126, 0.837779)  0.36
H (-1.419481, -2.130133, 2.909669)  0.50
H (1.997767, -2.201492, 0.071285)  0.51
N (-1.759856, -0.711193, 1.284130)  -0.85
H (-4.084299, 2.916288, 1.256772)  0.46
O (-1.091386, -2.920280, 3.350725)  -0.99
H (-1.996792, 0.061822, -2.129577)  0.50
H (1.581603, 3.754297, -0.649642)  0.51
H (-4.399079, 1.616020, 0.523265)  0.50
H (0.420183, -0.406900, 1.314002)  0.21
O (1.044176, 4.549985, -0.883659)  -0.96
N (-0.173260, 1.807590, -0.630769)  -0.39
H (0.555749, -3.363972, -1.075461)  0.53
O (0.816825, -1.063246, 3.266691)  -0.98
C (-0.513129, 0.061130, 1.089011)  -0.31
H (-2.530890, -0.165265, 0.898297)  0.39
H (4.749278, 0.422320, 0.473884)  0.48
H (-1.400208, -5.214037, 0.010969)  0.47
H (0.198440, 2.549368, 1.191999)  0.21
H (-0.944593, -3.646490, 2.750447)  0.49
H (-0.258309, 3.762400, -0.071022)  0.25
C (0.122795, 2.316756, -1.974972)  -0.47
H (-1.955403, 0.778942, -3.535182)  0.48
H (1.145488, -2.205248, -3.266949)  0.51
O (-4.347412, 0.116448, -0.689642)  -0.97
H (3.332022, -2.585813, 0.882066)  0.49
O (-3.986716, 1.959781, 1.337760)  -0.97
H (-0.099778, -0.901011, -4.756192)  0.48
O (1.831696, 1.596366, 2.883788)  -0.97
H (-0.823260, 0.925463, 1.667561)  0.24
H (1.072995, 1.881958, -2.288072)  0.21
H (-0.456963, -4.177154, 0.599938)  0.49
O (2.527671, 2.786892, 0.501898)  -1.02
H (1.036504, 4.946869, -0.017861)  0.47
O (1.507969, -2.653943, -2.476849)  -1.01
H (-3.960057, -0.748685, -0.549704)  0.47
H (-4.113306, 0.376884, -1.580391)  0.50
H (2.418140, -2.380761, -2.332904)  0.49
O (2.920065, -1.963762, 0.279254)  -1.01
O (0.439642, -0.762284, -3.980682)  -0.98
O (-0.303004, -0.347880, -1.304486)  -0.79
H (1.056817, -1.554608, 2.489494)  0.47
H (3.482009, -0.287013, -0.025166)  0.51
H (3.149974, 2.097877, 0.174128)  0.52
C (-0.364144, 0.490025, -0.377308)  0.69
O (-2.480130, 0.639533, -2.745176)  -0.98
H (0.326107, 3.397281, -1.874279)  0.27

Force components x, y, z for each atom (eV/Å):
0.117 -0.217 -0.441
-0.175 -0.191 0.249
-0.314 -0.613 0.692
0.588 -0.257 0.239
0.053 0.132 -0.395
-0.166 0.349 -0.594
0.122 -0.341 -0.186
-0.132 0.014 -0.079
-0.138 -0.421 -0.326
-0.619 -1.718 0.240
-0.089 -0.124 0.124
0.475 -1.591 -0.844
-0.236 0.190 -0.204
-0.128 -0.051 -0.516
-0.026 -0.724 0.199
0.880 -1.048 -0.096
0.020 -0.103 0.184
0.114 -0.091 1.164
0.419 0.275 -0.502
0.353 0.328 -0.020
0.278 -0.225 0.370
0.010 -0.245 0.464
1.516 1.005 -0.040
-1.768 -0.467 0.891
0.247 0.703 0.268
0.575 1.158 0.717
-2.780 1.123 -1.651
0.126 -0.180 0.278
0.230 -0.036 0.150
-0.064 -0.077 0.090
-0.183 0.954 0.701
-0.312 -0.174 -0.598
-0.779 -0.239 0.854
0.373 0.322 0.419
0.154 -0.184 0.071
0.469 0.232 0.314
-0.350 0.013 0.403
-0.349 -0.194 -0.026
-0.137 0.341 -0.399
-0.523 0.124 0.058
0.629 1.799 -0.045
1.347 0.107 0.331
-0.307 -0.335 -0.463
0.147 0.156 -0.203
0.222 0.453 -0.899
0.158 0.925 0.393
0.080 -0.614 -0.524
-0.080 -0.196 -0.086
0.274 0.075 -0.552
-0.050 0.127 -0.211
0.366 0.691 -0.190
0.595 0.008 -0.141
-0.223 -0.647 0.304
0.095 -0.933 0.030
0.035 -0.211 0.160
-0.529 0.076 0.616
0.923 2.058 -0.422
-0.842 -0.141 0.197
-0.692 -1.152 -0.520

4.
DFT (ωB97M-V/def2-TZVPD) results for a molecular structure, C4H3AlLiO in a non-equilibrium geometry.

Computed properties:
Orbital gap (alpha / beta), eV: 4.01 / 4.01
LUMO level (alpha / beta), eV: 1.927 / 1.927
Charge: -1

Each line ends with the natural charge from an NBO analysis.
Positions of all 10 atoms, in Å:
C (-0.098417, -0.296896, -2.626286)  -0.77
Al (0.711419, -1.825713, 1.988764)  0.84
C (0.487842, -1.364318, -2.951963)  -0.81
C (-0.472364, 0.419931, 1.115026)  0.03
O (-0.318131, -0.904504, 1.050144)  -1.10
H (1.079770, 1.508823, 0.051478)  0.23
H (-0.958691, 1.817990, -0.058035)  0.24
C (0.027735, 1.239691, 0.142937)  -0.51
H (-0.592785, 0.827235, 2.132513)  0.17
Li (0.133621, -1.422238, -0.844577)  0.69

Force components x, y, z for each atom (eV/Å):
0.016 -0.065 0.513
1.193 -1.301 1.312
-0.026 -0.186 0.662
0.494 1.326 0.193
0.781 -1.866 -0.127
-0.471 -0.790 -1.836
2.588 1.164 0.276
-2.307 1.171 0.983
-2.039 -0.041 -0.613
-0.228 0.588 -1.363